(1)
This record from the OMol25 dataset describes a molecular structure, C13H14BNO2W at a distorted geometry. The level of theory is the ωB97M-V functional and the def2-TZVPD basis.

Geometry as XYZ:
```
32
Properties=species:S:1:pos:R:3:lowdin_spin:R:1
B 1.57399 -1.35359 1.33323 0.01
C 3.02137 -2.98563 1.64173 0.00
H 5.37452 -5.39967 1.46984 0.00
C 1.03713 2.20295 -1.49899 0.10
C -1.63427 -0.67577 0.28230 0.03
H 1.90805 2.79216 -1.21898 0.02
W -0.41307 1.02929 -0.05721 1.57
H -0.67228 -2.41544 1.32282 0.00
H -2.03150 -1.37379 -0.45677 0.00
H -0.62065 3.71597 -1.54297 0.01
O 2.48877 -1.23298 0.29220 0.00
O 1.87122 -2.43324 2.17860 0.00
H 1.92106 0.14171 -1.74571 0.00
H 0.45381 -0.20249 2.42559 0.01
H -2.18155 1.62057 -2.30883 0.00
N 0.34956 -0.56747 1.47406 0.03
C -0.89153 -1.35636 1.46228 0.01
C -1.12459 1.57105 -2.05693 0.06
C 4.50742 -2.56478 -0.23237 0.00
H -2.44438 -0.00790 0.64881 0.01
C 1.04345 0.77647 -1.72138 0.04
C 5.20607 -3.72954 0.11281 0.00
C 3.40825 -2.23411 0.53237 0.00
C 3.70875 -4.13044 2.00607 0.00
H 3.40681 -4.72053 2.86697 0.00
C 4.81242 -4.49570 1.21315 0.00
H -0.55814 -0.56731 -2.55863 0.00
H -1.45609 -1.30408 2.42292 0.00
C -0.28896 0.39576 -2.14251 0.01
H 4.78021 -1.93164 -1.06806 0.00
H 6.05629 -4.04218 -0.49360 0.00
C -0.29060 2.68644 -1.68573 0.09
```

The molecular weight is 410.91 g/mol. As for the expectation value of S²: 2.0089. Its total energy is -800.888431 a.u. For the HOMO-LUMO gap (spin up / spin down), the calculation gives 0.229 / 0.210 Ha. As for the spin multiplicity: 3. As for the HOMO energy (spin up / spin down): -6.01 / -5.67 eV.



(2)
This record from the OMol25 dataset describes 12 unconnected molecules or ions with the total composition C49H97Cl22N4O4 at a distorted geometry. The level of theory is the ωB97M-V functional and the def2-TZVPD basis.

Geometry as XYZ:
```
176
Properties=species:S:1:pos:R:3:lowdin_charge:R:1
H -3.56878 0.69178 -2.29751 0.12
H 0.86471 0.72427 15.54498 0.07
C 6.20793 0.15143 -4.92688 -0.29
C -3.00820 0.70694 -1.24376 -0.19
Cl 0.46442 2.40951 5.39152 0.58
H 1.66517 -0.82594 17.40717 0.07
Cl 1.16267 -8.88127 -4.51318 0.60
H -5.49492 -3.09077 -6.85836 0.07
H -4.30912 1.88720 0.31158 0.05
H 1.76862 3.66240 1.14175 0.11
Cl 6.05903 5.54034 -4.23227 0.55
Cl 5.85876 2.91160 -6.40889 0.65
H -0.02010 2.74539 -2.24977 0.14
H -6.54349 -4.45629 -6.43959 0.07
Cl -0.40834 -1.63664 16.67136 0.54
H 0.85798 0.67040 -5.04343 0.17
Cl -6.40519 0.27135 7.50601 0.54
H -1.01839 -3.10531 -7.06754 0.01
H -1.23225 1.45220 -4.10694 0.14
H 1.88157 -3.68818 -5.72640 0.11
Cl -4.44448 4.32469 1.57533 0.56
C -5.76269 5.57404 -0.48156 -0.65
C 2.23669 -4.50585 -3.10958 -0.10
Cl 5.91702 2.55213 3.80383 0.56
C 0.31668 1.94073 8.09169 -0.65
H 6.83778 4.58631 -7.72606 0.08
H -4.96174 -0.87017 1.38854 0.12
N -0.14689 4.27740 0.28743 -0.03
H -0.64205 0.67901 3.30068 0.05
C 7.03742 5.28628 -5.69883 -0.65
H 1.11392 -1.57819 -6.06657 0.09
C -2.40204 1.42754 11.76637 -0.67
C -0.25446 -3.08794 -4.90916 -0.26
C -4.18405 0.78652 -0.07032 -0.19
C 1.21363 2.51092 7.00463 -0.64
C 4.47948 1.88829 -3.63833 -0.19
H 2.94907 -1.32599 -2.08310 0.13
Cl -5.57677 7.05713 3.80501 0.54
H -1.93310 -10.61100 -5.58549 0.07
Cl -1.12656 2.94694 8.36944 0.55
H 5.35510 -1.73793 -4.36735 0.06
C -4.98310 -4.96784 -7.83314 -0.64
Cl 2.35564 -1.84989 -8.58185 0.55
Cl 3.92221 1.62484 1.18679 0.70
H -0.08007 4.94329 1.08832 0.09
C 6.24791 4.60440 -6.80475 -0.62
H 1.74447 -0.52557 -10.41781 0.07
H 3.66292 -0.34083 -3.89945 0.13
H -0.33023 -5.50177 -2.41664 0.08
H 4.36491 2.38611 -2.58528 0.10
H -3.16176 -1.15044 0.87037 0.10
Cl 1.13081 -0.77854 13.74174 0.57
H -2.65770 1.32631 2.04831 0.11
C -0.52922 1.72540 -1.94220 -0.18
Cl -0.64620 -3.20300 -9.50170 0.56
C 2.07811 0.85233 -1.69512 -0.13
Cl -2.23439 -8.79035 -4.13940 0.56
H -0.56911 -0.91108 -5.50910 0.13
O 0.08747 -0.44398 -0.87912 -0.07
H -5.34772 -0.07901 5.42277 0.06
H -6.69301 5.37744 0.06046 0.08
H -3.02344 0.56630 11.50381 0.07
C 0.01991 -10.22475 -4.76386 -0.64
H -2.26726 2.03659 10.86665 0.02
H -4.31809 5.85676 7.07616 0.07
H -2.50532 -0.34244 -1.13081 0.10
C -4.58142 5.71118 0.46561 -0.65
H -4.90171 -6.03244 -7.59245 0.07
C -1.51738 -3.20741 -5.99919 -0.17
C 3.28348 0.76258 -3.95463 -0.11
C 1.06605 3.37524 0.24292 -0.25
H 2.73303 1.76197 -1.28144 0.12
H -0.36027 -0.90667 -9.02624 0.07
H 1.58826 3.56928 -0.81220 0.11
O 5.46056 -1.09358 -0.65902 -0.07
C -1.07043 0.95256 12.32543 -0.72
H 2.54934 -0.97737 -0.23257 0.14
H -0.01777 0.92718 7.84784 0.06
Cl -4.57390 -4.45996 -5.16782 0.57
H 1.75719 -2.24788 -10.83228 0.07
H 2.14707 1.94219 6.95627 0.07
C 0.57234 0.93326 -0.96334 -0.29
H 0.86129 1.90004 9.03961 0.07
H 5.71992 0.30565 1.96714 0.08
H 6.41134 0.93499 -2.69672 0.12
H -5.19009 0.44331 -0.61345 0.12
H 2.53959 0.17897 15.35270 0.08
H -2.51573 2.83058 -1.89308 0.13
H -1.19685 0.43191 13.27983 0.03
H -5.35862 5.05694 5.00907 0.07
H -3.77906 5.73794 4.58537 0.06
C 0.88014 -4.18751 -5.36008 -0.16
C -3.94484 -0.32153 1.13895 -0.16
C 4.72614 0.54811 2.35642 -0.58
H 3.82142 1.50017 4.09154 0.06
H -1.96192 1.32685 4.54480 0.06
C -5.51068 -4.16621 -6.65399 -0.64
C -0.08355 -5.96263 -3.46913 -0.14
H -4.70485 6.60297 1.08713 0.04
H 5.30986 5.12873 -7.01225 0.07
C -1.51339 0.37731 4.02784 -0.22
H 1.84142 2.10041 -3.33429 0.20
Cl -3.38303 -4.39934 -8.37191 0.56
C -4.77284 5.98040 4.97464 -0.67
C -4.69539 6.59542 6.36284 -0.66
H -4.27731 -1.68369 7.83594 0.07
C -0.13449 -0.91574 0.48806 -0.12
O 0.95325 -1.11901 -3.88448 -0.15
C 0.69167 1.75550 0.44077 -0.13
C -3.37520 0.49109 2.44707 -0.22
H 2.18774 -3.35387 -3.33885 0.05
H 4.82103 0.99046 -0.94547 0.06
C -1.31170 -9.74976 -5.32293 -0.65
H -2.00333 -4.26869 -5.90170 0.02
N 0.00126 -1.34718 1.72576 0.17
Cl -5.52684 4.26536 -1.66705 0.54
C -4.15089 -1.16304 6.88155 -0.64
H -0.18470 4.76254 -0.63639 0.07
H 6.45073 -1.17265 -3.25118 0.05
H -6.10390 -1.54929 6.05993 0.08
H 5.18089 0.42447 4.45794 0.08
H 1.87521 -6.13978 -4.69015 0.11
H -5.65981 -4.86343 -8.68651 0.07
H -1.95418 2.40411 -0.14965 0.09
C -5.48250 -0.68805 6.32248 -0.66
H -1.04287 -5.94538 -4.16413 0.07
C 1.49695 -0.15190 15.36834 -0.64
H -4.31310 0.97348 2.98481 0.14
N 6.27723 -1.24654 -4.27746 -0.04
H 4.32299 2.76674 -4.43078 0.06
C -1.98080 1.98433 -1.24126 -0.15
H -2.25526 -2.31134 -5.84306 0.08
C 0.36928 -1.55956 -5.16404 -0.17
H 7.36875 6.27381 -6.03321 0.08
H -0.57804 -1.22337 -10.75593 0.08
C 1.44397 -1.52074 -10.07658 -0.65
H -0.59682 0.26145 11.62175 0.06
H 1.85819 -2.12299 16.21607 0.07
C -0.05932 -1.55837 -9.85287 -0.63
H 7.24407 0.25918 -5.50613 0.12
H -0.10651 -10.74540 -3.80947 0.07
H 3.01889 0.94930 -5.10480 0.16
H -5.89114 6.49862 -1.05230 0.08
H -3.67728 -1.85415 6.17787 0.07
H 0.16122 -7.10510 -3.28199 -0.01
H -5.67756 6.93246 6.70976 0.07
Cl -3.58196 7.98442 6.42205 0.54
Cl -3.32473 2.38695 12.94989 0.54
H 7.92336 4.70673 -5.41984 0.07
H 6.69649 2.20221 -4.06162 0.08
H 1.94758 -4.65370 -1.98519 0.08
O -2.60555 -0.37402 3.36821 -0.28
H 5.34951 0.08370 -5.71932 0.10
C 1.23968 -5.27737 -4.16472 -0.37
H 1.46395 3.55883 7.19735 0.07
C 4.54234 -0.15905 -0.93887 -0.22
H -0.63349 -3.23210 -3.80050 0.15
H -0.28965 1.77546 1.10135 0.12
H -1.22019 -0.19298 -3.18344 0.14
C 0.87497 0.35184 -3.89302 -0.25
Cl 0.07233 2.29603 12.57612 0.52
H 1.56181 1.31756 1.13073 0.06
N 2.01323 1.05859 -3.19177 -0.05
C -0.62298 0.82358 -3.31746 -0.05
H 4.14036 -0.37535 2.39084 0.09
Cl -3.00813 0.18043 7.13223 0.56
H -1.17692 -9.14072 -6.22265 0.07
C 2.92873 -0.49633 -1.22875 -0.04
H 0.42687 -4.79903 -6.26288 0.12
C 5.99644 1.28325 -3.76052 -0.22
H 0.49352 -10.91585 -5.46755 0.07
C 1.30577 -1.20664 16.44644 -0.66
H -3.63651 5.80458 -0.07938 0.07
H 3.33495 -4.87485 -3.33509 0.09
H -1.10159 -0.31838 4.89150 0.09
C 4.80359 1.16313 3.74462 -0.65
```

The molecular weight is 1586.30 g/mol. Its total energy is -12568.675136 a.u. For the HOMO-LUMO gap, the calculation gives 0.312 Ha. Its net charge is +1. As for the HOMO energy: -11.06 eV.



(3)
This record from the OMol25 dataset describes C18H22N2O2S2 in the gas phase at a distorted geometry. The level of theory is the ωB97M-V functional and the def2-TZVPD basis.

Geometry as XYZ:
```
46
Properties=species:S:1:pos:R:3:lowdin_charge:R:1
H 6.47551 0.65172 1.02664 0.09
C -1.36227 -1.43448 0.39692 -0.21
C -0.34266 -0.44892 0.37651 -0.18
C 6.00255 0.45503 -2.13152 -0.10
H -4.59800 2.46028 -1.02435 0.13
O 3.64858 -1.92400 0.81562 0.10
O 6.92670 -0.28048 -1.36574 -0.18
H 0.01491 1.66052 0.19163 0.04
C -1.03984 -2.88837 0.56906 -0.04
C 4.11726 1.51235 0.64305 -1.10
H -1.95098 -3.48156 0.57054 0.08
C -2.05099 1.25590 0.08625 -0.01
H 5.88869 -0.87269 1.76036 0.13
H -6.62388 1.82158 1.15614 0.11
C -6.65229 0.52093 -0.56563 -0.16
H -2.29599 2.29696 -0.04560 0.10
H 5.65398 1.34880 -1.60428 0.04
H -4.40102 2.58681 0.73918 0.12
C -0.73877 0.88994 0.21846 -0.03
H -5.64653 -0.81157 0.82753 0.13
S 5.12140 2.80081 0.70112 0.67
C 3.45416 -0.73019 0.70523 -0.45
C -5.45578 -0.32665 -0.13924 -0.16
C 6.37313 -1.04210 -0.32696 -0.20
H 1.23093 -1.88622 0.60085 0.11
H -6.66246 0.63511 -1.65008 0.11
H 5.56772 -1.68923 -0.70159 0.12
H -6.89935 2.68946 -0.36186 0.11
H 6.53000 0.76567 -3.03178 0.09
C -2.67857 -1.05716 0.26543 0.02
C 1.02318 -0.82662 0.51143 -0.01
C -3.06963 0.28483 0.10626 -0.21
N 4.47981 0.20688 0.71625 -0.10
C 2.15793 -0.08110 0.55313 -0.40
H -3.43712 -1.82372 0.29829 0.10
H -7.59887 0.08756 -0.25118 0.11
C 5.85202 -0.23189 0.87527 -0.12
C -4.84921 1.99403 -0.06240 -0.16
H -0.40393 -3.24233 -0.24111 0.09
C -6.36206 1.86359 0.09836 -0.16
N -4.37111 0.62665 -0.02237 -0.09
S 2.37682 1.65698 0.47143 1.03
H 7.19388 -1.67236 0.02258 0.13
H -0.51833 -3.06108 1.50924 0.09
H -5.21813 -1.09901 -0.87562 0.12
H 5.13861 -0.16065 -2.41145 0.09
```

The molecular weight is 362.52 g/mol. Its total energy is -1755.476584 a.u. As for the relative energy (zero: lowest compared OMol25 entry of this formula, charge and spin): 0.0 kJ/mol. As for the structure (SMILES): COCCN1C(=O)/C(=C/c2ccc(N3CCCC3)cc2C)SC1=S. For the HOMO-LUMO gap, the calculation gives 0.251 Ha. As for the HOMO energy: -7.45 eV.



Question: What is the molecular weight in the third record?
Answer: 362.52 g/mol



Question: Which formula does entry 2 have?
Answer: C49H97Cl22N4O4